A gas-phase ion, C2H3NOPS (charge +1) at a distorted geometry, computed with ωB97M-V with the def2-TZVPD basis set.

DFT total energy = -25772.6940 eV
max |F| = 0.1111 Eh/bohr
E_HOMO = -15.56 eV
LUMO level = -7.14 eV
net charge = +1

The geometry in XYZ format:
```
9
Properties=species:S:1:pos:R:3:forces:R:3
C -0.078334 0.192298 0.144529 4.0 -2.4 0.1
N -0.595996 1.247122 0.108169 -4.7 3.2 -0.9
H 1.373139 -1.162382 0.449667 0.5 -2.4 0.1
S -2.925697 -0.555392 0.033279 0.6 -0.8 -0.2
C 1.358044 -0.234258 -0.004574 0.7 1.8 -2.5
H 2.152568 0.302012 0.547439 -0.9 0.5 -0.3
O -1.597976 1.889368 -0.064616 1.7 -1.0 0.7
H 1.605965 -0.172158 -1.181743 -0.4 -0.6 2.8
P -1.291717 -1.506614 -0.032147 -1.5 1.7 0.3
```
Forces are in eV/Å.


A single C12H18N4O6 molecule, computed with ωB97M-V with the def2-TZVPD basis set.

DFT total energy = -30983.3829 eV
max |F| = 0.0162 Eh/bohr
structure (SMILES) = CCOC(=O)NC(=O)c1cn(CCNCCO)c(=O)[nH]c1=O
E_HOMO = -8.97 eV
LUMO level = -0.21 eV

The geometry in XYZ format:
```
40
Properties=species:S:1:pos:R:3:forces:R:3
C 0.815167 -1.555804 0.298447 -0.2 0.2 0.1
H -5.638242 1.628784 -1.068158 -0.1 -0.1 -0.1
H 7.099254 0.157165 0.725672 0.0 -0.2 -0.1
H -2.208983 1.949801 -0.740635 0.0 0.1 0.2
O -2.742088 -1.824338 0.516116 -0.3 -0.2 0.0
H -5.630593 0.460571 1.084660 0.1 -0.1 0.0
H -3.388174 -0.227148 -1.210184 0.0 0.1 -0.1
C 6.801651 -0.542256 -0.062174 0.4 0.3 -0.1
O 1.719985 -2.332808 0.060867 0.1 -0.2 0.0
C -2.619717 0.865764 1.069636 -0.7 0.4 -0.3
O 2.230445 1.805140 0.841216 0.0 0.2 0.1
O 5.397877 -0.789668 0.044100 -0.2 -0.3 -0.1
H -2.352842 1.627616 1.803293 0.0 -0.1 0.0
H -5.228063 -1.088001 0.292581 0.0 0.2 0.1
C 0.919012 -0.135609 0.573927 -0.2 0.3 0.1
C 2.208592 0.622404 0.609659 -0.1 -0.1 0.0
H -3.404082 0.224241 1.472895 0.1 0.1 0.1
C -5.769076 -0.136933 0.180196 0.4 0.0 -0.2
C -5.231663 0.613977 -1.054453 -0.2 -0.2 0.2
N -1.453445 0.032138 0.834978 0.0 -0.3 0.0
C 4.627175 0.273814 0.327712 -0.1 0.0 0.0
H -5.591440 0.099230 -1.952379 -0.1 0.1 0.1
H 6.701831 0.989839 -1.567258 0.0 0.1 0.0
O 5.021319 1.382698 0.527523 0.2 0.3 0.0
N -3.792539 0.701627 -1.177160 0.1 -0.2 -0.1
C 7.168760 0.017990 -1.428484 -0.3 -0.1 0.3
H -0.137490 1.626455 1.032239 0.0 0.0 0.0
H 7.268712 -1.514644 0.105342 -0.1 0.1 0.0
N 3.308388 -0.158082 0.356753 0.2 -0.4 -0.1
H -7.345269 -0.897107 -0.672357 0.0 0.0 0.1
H -0.618670 -3.007505 0.129681 0.0 0.2 0.0
H 8.246666 0.132337 -1.496923 0.1 0.0 0.0
N -0.494760 -2.018094 0.322505 0.0 -0.4 -0.1
C -0.218069 0.567410 0.822400 0.8 -0.2 -0.1
H 6.831194 -0.653868 -2.213933 0.0 -0.1 -0.1
C -3.095520 1.543371 -0.236730 0.2 -0.1 0.2
H 3.148636 -1.151214 0.171202 -0.1 0.3 0.1
H -3.748285 2.379528 0.021691 0.1 0.1 0.0
O -7.157463 -0.354384 0.101459 -0.5 0.0 -0.1
C -1.648183 -1.314452 0.554095 0.1 0.0 0.1
```
Forces are in eV/Å.


A single C18H22N2O6S molecule, computed with ωB97M-V with the def2-TZVPD basis set.

DFT total energy = -45122.6808 eV
max |F| = 0.0161 Eh/bohr
structure (SMILES) = COc1cc(C(=O)NCCc2ccc(S(N)(=O)=O)cc2)cc(OC)c1OC
E_HOMO = -8.24 eV
LUMO level = 0.59 eV

The geometry in XYZ format:
```
49
Properties=species:S:1:pos:R:3:forces:R:3
H 4.403860 0.813384 0.658861 0.1 0.0 0.0
H -2.651168 5.075397 0.911073 0.1 0.0 0.0
H 0.882067 0.641826 -2.374104 -0.1 0.2 0.0
H -1.780327 -0.489967 -3.594525 0.0 0.0 -0.3
H 3.481656 -2.772609 0.058772 0.1 -0.1 0.1
O -2.417958 -1.559090 -0.026514 0.0 0.4 -0.1
H -0.044192 2.748734 1.639031 0.0 0.1 0.0
H 3.997920 0.263966 2.873884 0.0 -0.2 0.0
C 3.610471 -0.493971 2.190447 0.1 0.2 0.0
O -3.645698 0.607010 -0.300732 0.5 -0.1 0.1
N -1.322999 -0.795752 -2.751793 0.7 -0.4 -0.2
O 2.115245 1.832186 1.997310 0.2 0.2 -0.1
H 3.885974 -1.482101 2.560516 0.0 0.1 0.0
C 1.463776 -0.088585 -1.836715 0.1 0.1 0.0
H -5.439517 1.262934 -0.864125 0.0 0.0 0.0
C -0.464040 -0.513460 0.976924 0.0 0.0 0.1
H -4.796353 2.105101 0.567143 0.0 0.0 -0.1
H -4.150859 2.479802 -1.049584 -0.1 -0.1 0.1
H 1.645102 -3.435200 -1.488918 0.0 -0.1 0.0
C 1.545515 0.761262 1.889808 0.0 -0.3 0.3
S -0.144414 -1.933169 -3.080457 -0.5 0.2 0.1
H 5.131304 -0.802533 0.674858 0.1 0.0 0.0
C -1.921052 4.289824 1.101059 0.1 0.2 0.1
O -2.515683 3.107254 0.620273 0.0 -0.5 -0.1
C 2.914920 -2.019769 -0.470350 0.0 0.1 -0.1
H 0.048993 -1.460250 1.014239 0.0 -0.1 -0.1
C -2.434223 0.748759 0.298811 -0.1 -0.2 -0.1
C 3.204640 -0.672573 -0.271728 0.1 0.0 -0.1
C 1.173877 -1.427575 -1.993271 -0.4 -0.1 -0.3
C 4.196758 -0.249570 0.774115 -0.1 0.0 0.1
H -1.043753 -3.082714 -0.373675 -0.1 0.0 0.1
C -1.826506 1.929960 0.750757 -0.1 -0.1 0.0
C 2.477768 0.285880 -0.971735 0.1 -0.1 -0.2
H 2.697643 1.331926 -0.821639 0.0 0.1 0.0
C 0.138769 0.664171 1.412245 -0.5 0.2 -0.2
N 2.166067 -0.411292 2.197235 -0.2 -0.2 0.2
H 1.679348 -1.265877 1.985720 0.0 0.1 0.0
C -0.553711 1.862195 1.299515 0.2 0.0 0.1
C -1.913256 -2.849052 0.247533 0.2 -0.3 0.1
H -1.990592 -1.093649 -2.053709 -0.1 -0.2 0.3
H -2.719126 -3.533513 -0.012834 0.1 0.0 0.0
H -1.668921 -2.965107 1.307505 0.0 0.0 0.0
H -0.993508 4.520374 0.569118 0.0 0.0 0.0
O -0.573433 -3.244060 -2.667791 0.1 0.2 0.2
H -1.720873 4.232386 2.175008 0.0 0.0 0.0
C 1.898960 -2.398548 -1.330692 0.0 -0.2 0.1
C -4.544523 1.687895 -0.409790 -0.4 0.3 -0.1
O 0.251373 -1.742393 -4.444223 0.0 0.3 0.0
C -1.735324 -0.469846 0.437145 -0.2 0.2 0.1
```
Forces are in eV/Å.


- The lowest max |F| belongs to which entry?
  C18H22N2O6S


- DFT total energy of number 2 (C12H18N4O6)?
  -30983.3829 eV


- Which of these has the lowest E_HOMO?
  C2H3NOPS